(1)
Entry from the OMol25 dataset: 2 unconnected molecules or ions with the total composition C3H11NOP (ωB97M-V/def2-TZVPD).

```
17
Properties=species:S:1:pos:R:3:forces:R:3:mulliken_charge:R:1
C 0.37920 1.58371 0.96887 0.2 -2.3 3.1 -1.481
C -1.52698 -0.99347 -0.93565 1.2 0.6 -4.1 -1.014
C -0.00008 0.26379 0.44484 -1.3 1.9 -1.1 0.857
N -0.97166 0.25426 -0.41758 -1.5 -0.2 -0.5 -0.221
O 1.54498 -0.28452 -1.64864 -1.5 0.5 -0.8 -0.572
P 0.75256 -1.20768 1.06221 -0.5 -1.5 -0.5 0.050
H 0.14988 2.41770 0.39649 -0.2 1.5 -0.9 0.422
H 1.35917 1.47305 1.39004 1.2 0.7 -0.7 0.432
H -0.06756 1.57330 2.00160 -0.6 0.5 -0.9 0.411
H -0.74798 -1.45040 -1.62584 -0.6 0.1 1.3 0.346
H -1.80464 -1.61057 -0.16284 -0.7 -1.6 1.6 0.371
H -2.35545 -0.89666 -1.68137 0.4 0.7 1.1 0.322
H -1.53759 1.08915 -0.66059 1.1 -0.4 0.4 0.284
H 0.91812 -0.04614 -2.38010 1.2 -0.3 0.8 0.305
H 2.40934 -0.32288 -2.04416 0.6 0.0 -0.4 0.287
H -0.58443 -1.64218 1.44356 1.0 0.1 0.5 0.112
H 1.20363 -0.48795 2.14452 0.0 -0.1 1.1 0.089
```
Forces are in eV/Å.

charge: +1
HOMO energy: -14.469 eV


(2)
Entry from the OMol25 dataset: a gas-phase ion, C2H7N2S2 (charge +1) (ωB97M-V/def2-TZVPD).

```
13
Properties=species:S:1:pos:R:3:forces:R:3:mulliken_charge:R:1
C 0.28231 -1.28374 -0.32413 3.0 0.6 -0.1 -0.648
C -1.05134 0.78078 0.03560 -0.9 0.1 1.2 0.202
N -0.69940 1.03794 1.27708 -0.3 -0.1 -1.1 -0.186
N -0.62140 -0.21123 -0.66643 -0.6 -0.7 -2.0 -0.082
S 1.75053 -0.78453 0.83490 -0.6 1.0 -1.5 -0.083
S 2.36405 0.94178 -0.29506 -0.3 -1.0 1.0 -0.130
H -0.10051 -2.14510 0.25911 -0.4 0.4 -1.1 0.336
H 0.87215 -1.42418 -1.28736 -1.2 -0.9 1.3 0.395
H -1.86255 1.25840 -0.50474 0.1 1.0 0.7 0.369
H 0.13668 0.63180 1.65197 0.4 -0.6 0.2 0.097
H -1.09276 1.77478 1.79975 -0.7 1.0 0.3 0.250
H 2.64233 0.19314 -1.35476 0.3 0.0 -0.4 0.199
H -1.00645 -0.14881 -1.64980 1.0 -0.7 1.5 0.281
```
Forces are in eV/Å.

charge: +1
HOMO energy: -13.401 eV


(3)
Entry from the OMol25 dataset: 11 unconnected molecules or ions with the total composition C18H47BFN23O11 (ωB97M-V/def2-TZVPD).

```
101
Properties=species:S:1:pos:R:3:forces:R:3:mulliken_charge:R:1
N -4.51375 0.51106 -1.68739 0.4 -2.0 -0.1 -0.592
B -3.67238 -0.72730 -1.60698 -0.8 0.3 -0.1 0.384
O -4.24958 -2.05496 -1.68785 1.3 1.9 -0.6 -0.318
C -2.05064 -0.45297 -1.37411 0.9 -0.3 0.5 0.331
C -1.13372 -0.54975 -2.63363 2.5 0.9 2.6 -0.062
N 0.27060 -0.28573 -2.58005 -3.8 -0.1 2.8 -0.600
C 0.73090 0.06519 -1.25973 0.2 0.3 0.7 0.195
C 2.26667 0.40962 -1.10840 -0.4 0.5 3.1 -0.503
C 2.87509 0.76937 0.26510 -3.8 -1.3 -2.2 0.547
F 4.27333 1.04753 0.34101 -3.1 -0.5 0.2 -0.326
C 1.92588 0.78951 1.50659 -2.0 -0.6 -2.2 -0.384
C 0.42433 0.47832 1.35318 2.6 0.1 -1.8 -0.423
C -0.22722 0.10096 -0.04420 2.0 0.7 1.7 0.325
N -1.64925 -0.14914 -0.03600 3.1 -0.3 -5.5 -0.295
H -5.50825 0.28239 -1.53417 0.7 0.3 -0.5 0.202
H -4.35396 0.94966 -2.60868 -0.2 0.0 0.8 0.288
H -4.82563 -2.11544 -2.48214 -0.1 0.1 1.1 0.167
H -1.58301 -0.83606 -3.64757 0.7 0.5 1.9 0.073
H 2.92683 0.39841 -2.05384 -1.3 0.0 1.8 0.293
H 2.32750 1.05966 2.54293 -0.7 -0.5 -1.8 0.187
H -0.27143 0.49449 2.28746 1.5 0.0 -1.8 0.448
C 2.75686 -3.45645 0.37565 -0.3 0.3 0.2 0.705
O 2.62876 -3.08989 1.53553 0.1 -0.1 0.0 -0.668
N 1.97829 -2.99129 -0.62834 -0.2 0.4 -0.2 -0.088
N 3.69227 -4.36276 -0.00550 0.7 -0.6 0.1 -0.420
H 2.06819 -3.28031 -1.58541 -0.1 -0.1 0.1 0.147
H 1.27054 -2.31655 -0.38668 0.1 -0.2 -0.1 -0.057
H 4.29211 -4.73305 0.71349 -0.1 0.1 -0.2 0.230
H 3.81369 -4.67696 -0.95102 -0.1 0.0 0.1 0.150
C -1.37335 -5.00290 -0.05378 0.2 0.0 -0.1 0.733
O -0.56241 -5.10070 -0.95793 0.2 -0.1 -0.2 -0.656
N -1.08018 -5.31724 1.23204 0.5 -0.4 0.6 -0.389
N -2.63445 -4.56692 -0.25902 -0.8 0.2 -0.5 -0.224
H -1.73435 -5.24126 1.98945 0.1 0.0 -0.1 0.156
H -0.14671 -5.64417 1.42326 -0.2 0.1 0.0 0.218
H -2.88339 -4.31978 -1.20386 0.0 0.1 0.2 0.053
H -3.32153 -4.47383 0.46659 0.1 0.1 -0.1 0.113
C 5.03752 4.15641 3.10966 0.0 0.1 0.0 0.630
O 5.18413 4.79543 4.14478 0.2 0.1 0.1 -0.699
N 4.48294 2.92063 3.08499 -0.4 -0.6 0.4 -0.292
N 5.41766 4.63051 1.90159 0.0 0.5 -0.3 -0.294
H 4.35492 2.38157 2.24659 0.1 0.1 0.0 0.179
H 4.18707 2.53273 3.96609 0.1 0.1 -0.2 0.162
H 5.83537 5.54609 1.87956 0.1 -0.3 -0.1 0.167
H 5.30841 4.12431 1.04127 0.1 0.0 0.1 0.160
C -3.71934 0.08067 -5.64130 0.5 -0.2 -0.5 0.531
O -3.73545 0.06996 -4.41282 -0.1 -0.1 0.1 -0.500
N -4.80415 0.41333 -6.38080 -0.8 0.3 0.1 -0.460
N -2.62273 -0.23813 -6.35983 0.5 0.5 0.3 -0.275
H -4.81324 0.42802 -7.38435 0.1 0.0 0.1 0.149
H -5.64364 0.65741 -5.88075 0.2 -0.1 -0.1 0.212
H -1.79515 -0.49286 -5.84682 -0.1 -0.1 -0.2 0.206
H -2.59191 -0.23682 -7.36274 -0.1 -0.2 0.1 0.162
C -2.68764 2.34524 3.83640 0.5 0.0 -0.2 0.721
O -2.07505 1.34773 4.18727 -0.1 -0.1 0.1 -0.622
N -2.65577 2.81158 2.56953 0.2 0.0 -0.7 -0.386
N -3.45428 3.07179 4.68882 -0.5 0.1 0.8 -0.419
H -3.15076 3.62810 2.25956 0.0 -0.1 0.0 0.156
H -2.09661 2.29680 1.90646 -0.1 0.1 0.0 0.178
H -3.50383 2.75633 5.64429 0.1 0.2 -0.1 0.250
H -3.96466 3.89363 4.42000 0.1 -0.1 0.0 0.150
C -6.10599 -0.40473 3.97773 0.2 -0.1 -0.5 0.576
O -6.72073 -1.16780 3.24492 -0.1 0.0 0.1 -0.674
N -6.55987 -0.04611 5.20519 -0.6 0.0 0.7 -0.361
N -4.92073 0.14819 3.62955 0.2 0.0 -0.4 -0.132
H -6.07164 0.57770 5.82144 0.0 -0.1 -0.1 0.148
H -7.43941 -0.43675 5.50142 0.2 0.1 0.0 0.208
H -4.54937 -0.09375 2.72456 0.0 0.1 0.2 0.087
H -4.40206 0.77545 4.21666 0.0 -0.2 0.0 0.134
C 9.01336 6.07751 2.07023 -0.4 0.0 0.0 0.581
O 8.40490 5.31687 1.33271 0.2 0.0 -0.1 -0.611
N 8.55245 6.43429 3.29402 -0.5 -0.1 0.5 -0.347
N 10.20454 6.63164 1.72991 0.8 0.0 -0.5 -0.389
H 9.03729 7.05722 3.91442 0.0 0.0 -0.1 0.163
H 7.66787 6.04281 3.58565 0.1 0.0 0.1 0.180
H 10.58157 6.39143 0.82728 -0.1 0.1 0.2 0.240
H 10.71962 7.25822 2.32181 -0.1 -0.1 0.0 0.155
C -7.79333 -3.07907 -1.66011 0.2 -0.1 0.2 0.678
O -6.97484 -3.18878 -2.56342 0.1 0.0 -0.3 -0.654
N -7.50754 -3.39222 -0.37534 0.4 -0.3 0.3 -0.333
N -9.05618 -2.63373 -1.86845 -0.6 0.3 -0.5 -0.419
H -8.16342 -3.30907 0.38034 0.1 0.1 0.0 0.158
H -6.57736 -3.72629 -0.18053 -0.2 0.2 0.0 0.194
H -9.30704 -2.39008 -2.81285 0.0 0.0 0.2 0.222
H -9.74182 -2.53637 -1.14165 0.1 0.0 0.0 0.160
C -3.67087 -3.96336 -6.22587 0.2 0.3 0.1 0.626
O -2.87484 -3.08174 -6.51721 0.0 -0.2 -0.1 -0.593
N -3.80356 -5.09956 -6.95396 0.1 -0.5 -0.7 -0.420
N -4.48924 -3.88040 -5.14981 -0.2 0.3 0.5 -0.204
H -4.45054 -5.83407 -6.73140 0.1 0.1 0.0 0.147
H -3.21152 -5.19816 -7.76256 -0.1 0.0 0.2 0.234
H -4.41982 -3.05003 -4.58388 0.0 -0.2 -0.1 0.063
H -5.14991 -4.59133 -4.89194 0.0 0.1 0.0 0.161
C 11.57748 2.43241 2.69678 0.2 -0.4 0.2 0.533
O 12.18723 1.43454 3.04965 0.0 0.1 -0.1 -0.656
N 11.61936 2.90487 1.42657 0.3 0.1 -0.8 -0.308
N 10.80486 3.15554 3.54314 -0.3 0.3 0.7 -0.310
H 11.12470 3.72254 1.11745 -0.1 -0.1 0.1 0.162
H 12.18287 2.39517 0.76584 -0.1 0.1 0.1 0.194
H 10.74646 2.83725 4.49670 0.0 0.0 -0.2 0.175
H 10.29662 3.97850 3.27156 0.0 -0.1 0.0 0.228
```
Forces are in eV/Å.

HOMO energy: -8.345 eV


(4)
Entry from the OMol25 dataset: C5H10N4 in the gas phase (ωB97M-V/def2-TZVPD).

```
19
Properties=species:S:1:pos:R:3:forces:R:3:mulliken_charge:R:1
C 0.91267 -0.31117 0.09377 3.7 3.3 -2.4 0.264
C -1.70400 0.43170 -0.07061 -0.2 1.2 1.0 -0.073
C -1.43020 -0.49317 1.08258 0.6 -1.1 1.0 -0.936
C -0.23262 -1.10859 0.02101 -4.7 -4.0 1.8 0.038
C -1.35177 -0.63583 -1.06686 2.7 -2.6 -2.1 -0.752
H 3.24037 0.88545 -0.60329 0.2 1.7 -2.6 0.191
H 4.08752 -0.33959 0.32791 -2.5 2.0 -1.2 0.250
H 1.36422 1.64306 0.48561 -2.1 -0.9 -1.2 0.329
H -0.98888 2.40467 -0.59929 1.1 -3.5 1.8 0.260
H -2.63668 0.95021 0.04523 -0.8 0.0 -0.8 0.566
H -1.31807 -0.05222 2.10912 1.1 0.2 -1.1 0.302
H -2.27673 -1.14225 1.37053 0.5 -0.5 -1.2 0.308
H 0.01267 -2.23679 0.10778 -0.4 2.0 -0.2 0.300
H -2.11294 -1.46038 -1.19704 0.7 1.0 0.5 0.304
H -0.78034 -0.58621 -2.10371 -1.6 1.0 1.9 0.304
N 3.17384 0.22538 0.08152 1.2 -4.6 3.8 -0.504
N 2.14661 -0.78300 -0.01359 -1.8 1.6 1.0 -0.435
N 0.63045 1.11529 -0.13406 2.4 -1.1 1.5 -0.325
N -0.73611 1.49344 0.06340 -0.2 4.3 -1.4 -0.392
```
Forces are in eV/Å.

HOMO energy: -7.742 eV


| no. | HOMO-LUMO gap (eV) | calculated total energy (eV) |
| --- | --- | --- |
| 1 | 10.479 | -16107.795 |
| 2 | 9.656 | -26831.249 |
| 3 | 7.835 | -79624.828 |
| 4 | 8.737 | -11302.497 |